# 1
Computed, not measured: one molecule with the formula C4H5ClN2O, with wB97M-V/def2-TZVPD.

The value obtained for the energy above the lowest of the compared OMol25 structures with the same formula, charge and spin is 258.3 kJ/mol. As for the spin multiplicity: 1. The value obtained for the HOMO energy is -8.61 eV. As for the energy: -21776.760 eV. Its structure (SMILES) is Cl/C=C1\CON=CN1.

Cartesian coordinates (Å):
C  -1.81180  0.60384  -0.20524
C  -0.57565  0.13556  -0.07770
C  -0.11324  -1.22768  0.21455
C  1.78242  0.52288  0.07496
H  -2.04629  1.59703  -0.53527
H  0.17152  -1.34434  1.27371
H  -0.86168  -1.95736  -0.10940
H  2.54081  1.23661  0.39576
H  0.39327  1.99581  -0.10733
N  2.11885  -0.67874  -0.07070
N  0.52847  1.00408  -0.22257
O  1.06361  -1.44381  -0.55329
Cl  -3.19028  -0.44388  -0.07748

***

# 2
Computed, not measured: one molecule with the formula C4H5ClN2O, with wB97M-V/def2-TZVPD.

The value obtained for the energy above the lowest of the compared OMol25 structures with the same formula, charge and spin is 135.9 kJ/mol. As for the spin multiplicity: 1. The value obtained for the HOMO energy is -9.04 eV. As for the energy: -21778.028 eV. Its structure (SMILES) is [H]/N=C/N/C=C(/Cl)C=O.

Cartesian coordinates (Å):
C  -0.02152  1.21416  0.86893
C  1.28727  1.32012  0.15927
C  -1.07794  0.50535  0.44169
C  -0.19268  -1.47816  -0.76721
H  1.30761  0.82323  -0.82073
H  -2.03892  0.63177  0.94927
H  -1.98909  -0.65763  -0.97780
H  -0.59521  -2.21997  -1.44987
H  1.44353  -2.33170  -0.46802
N  -1.09866  -0.43870  -0.59764
N  0.94775  -1.49224  -0.21619
O  2.23506  1.91165  0.60604
Cl  -0.20720  2.21212  2.27226

***

# 3
Computed, not measured: one molecule with the formula C4H5ClN2S, with wB97M-V/def2-TZVPD.

The value obtained for the energy above the lowest of the compared OMol25 structures with the same formula, charge and spin is 98.2 kJ/mol. As for the spin multiplicity: 1. The value obtained for the HOMO energy is -8.21 eV. As for the energy: -30565.880 eV. Its structure (SMILES) is CS/C(N)=C(\Cl)C#N.

Cartesian coordinates (Å):
C  0.30518  0.85688  2.09936
C  -0.61159  -0.32762  -0.30728
C  0.66957  -0.84548  -0.68717
C  0.99545  -0.71460  -2.01481
H  1.16185  0.19937  2.35050
H  -0.10528  1.18251  3.05868
H  0.62560  1.69037  1.45621
H  -2.36542  0.34810  -1.07060
H  -1.14601  -0.23534  -2.21477
N  -1.46736  -0.05629  -1.26872
N  1.19365  -0.61317  -3.16209
S  -1.09147  -0.09063  1.36621
Cl  1.83582  -1.39410  0.39449

***

# 4
Computed, not measured: a 2-piece molecular cluster, C4H5ClO overall, with wB97M-V/def2-TZVPD.

The value obtained for the energy above the lowest of the compared OMol25 structures with the same formula, charge and spin is 273.5 kJ/mol. As for the spin multiplicity: 1. The value obtained for the HOMO energy (spin up / spin down) is -9.34 / -9.34 eV. As for the energy: -18795.364 eV.

Cartesian coordinates (Å):
C  2.62879  0.44792  0.27531
C  1.42891  0.63320  0.36317
C  -0.51252  -0.43760  -0.43575
C  0.05075  0.59957  0.43731
O  -0.46280  0.97867  1.63743
Cl  -0.12371  2.60297  -1.05324
H  3.64261  0.21439  0.23508
H  -0.17279  -1.46639  -0.15674
H  -0.11627  -0.29656  -1.44359
H  -1.71766  -0.54779  -0.38274
H  -1.36287  1.18693  1.66719